Density functional theory data (wB97M-V/def2-TZVPD) for a 3-piece molecular cluster, C6H12N2 overall.

Geometry as XYZ:
```
20
Properties=species:S:1:pos:R:3
C 2.239 -0.692 0.137
C 0.764 1.265 0.114
C -0.845 1.562 -0.517
C -1.441 0.095 -0.245
C -1.371 -1.502 -0.464
C -0.228 -0.563 -0.430
H 2.248 -0.977 -1.108
H 2.473 -1.726 0.754
H 3.466 0.139 0.226
H 1.754 1.692 -0.447
H 0.724 1.690 1.058
H -0.949 1.667 -1.572
H -1.171 2.490 0.105
H -2.897 0.109 1.420
H -0.780 -0.941 1.525
H -1.833 -1.613 0.777
H -1.677 -1.987 -1.504
H 0.020 -0.504 -1.482
N 0.916 -0.199 0.442
N -1.411 -0.004 1.211
```

The calculation puts the largest force on an atom at 6.6 eV/Å. The electronic energy is -344.848218 Ha. For the energy relative to the best compared isomer or geometry (same formula, charge and spin), the calculation gives 1259.3 kJ/mol. The total charge is 0.

Results of the natural (NBO) charge analysis, in e, for atoms 1 through 8: C -0.4026; C -0.2276; C -0.3542; C -0.0450; C -0.3842; C -0.1067; H 0.1652; H 0.2200

=====

Density functional theory data (wB97M-V/def2-TZVPD) for a 2-piece molecular cluster, C3H7N2P overall.

Geometry as XYZ:
```
13
Properties=species:S:1:pos:R:3
C -1.688 -0.209 1.270
C 0.850 -0.003 -0.539
C 0.405 0.447 -1.941
N -1.625 -0.192 2.491
N 1.825 0.714 -0.134
P 0.115 -1.633 0.137
H -2.199 0.361 0.629
H 0.194 -0.314 -2.675
H -0.617 0.955 -1.931
H 1.118 1.015 -2.334
H -1.945 0.283 3.311
H 2.278 0.420 0.724
H 1.289 -1.843 0.992
```

The calculation puts the largest force on an atom at 6.3 eV/Å. The electronic energy is -569.204669 Ha. For the energy relative to the best compared isomer or geometry (same formula, charge and spin), the calculation gives 228.0 kJ/mol. The total charge is 0.

Results of the natural (NBO) charge analysis, in e, for atoms 1 through 8: C 0.1883; C 0.0456; C -0.6623; N -0.6492; N -0.6462; P 0.2161; H 0.1493; H 0.2172

=====

Density functional theory data (wB97M-V/def2-TZVPD) for an isolated ion of composition C3H9N2 and charge +1.

Geometry as XYZ:
```
14
Properties=species:S:1:pos:R:3
C 1.278 0.840 -0.947
C 0.353 -0.426 -0.978
N 0.260 -0.306 1.473
C -0.951 0.107 0.885
N -1.027 -0.173 -0.546
H 0.755 1.774 -0.748
H 1.927 0.533 -0.108
H 1.907 0.988 -1.876
H 0.292 -1.093 -1.839
H 0.816 -1.061 -0.157
H -0.978 1.218 0.950
H 0.364 -0.842 2.350
H -1.877 -0.285 1.309
H -1.557 -1.034 -0.626
```

The calculation puts the largest force on an atom at 3.1 eV/Å. The electronic energy is -228.740595 Ha. For the energy relative to the best compared isomer or geometry (same formula, charge and spin), the calculation gives 646.4 kJ/mol. The total charge is +1.

Results of the natural (NBO) charge analysis, in e, for atoms 1 through 8: C -0.6337; C -0.1803; N -0.2215; C -0.2152; N -0.4478; H 0.2396; H 0.2427; H 0.2708

=====

Density functional theory data (wB97M-V/def2-TZVPD) for a 3-piece molecular cluster, C3H11NO3 overall.

Geometry as XYZ:
```
18
Properties=species:S:1:pos:R:3
C 0.894 -0.049 0.563
N 0.167 -0.873 1.343
C 0.166 -2.281 1.059
C -0.466 -0.384 2.560
O 1.605 -0.403 -0.357
H 0.748 1.018 0.792
H 1.156 -2.690 0.919
H -0.365 -2.505 0.127
H -0.311 -2.867 1.847
H -0.442 0.708 2.543
H 0.099 -0.711 3.439
H -1.472 -0.780 2.613
H 0.147 3.004 -2.596
H -0.310 4.169 -3.433
O 0.383 3.500 -3.392
H -0.505 0.572 -3.404
H -0.490 -0.033 -2.051
O -1.006 0.604 -2.572
```

The calculation puts the largest force on an atom at 1.0 eV/Å. The electronic energy is -401.373888 Ha. For the energy relative to the best compared isomer or geometry (same formula, charge and spin), the calculation gives 102.8 kJ/mol. The total charge is 0.

Results of the natural (NBO) charge analysis, in e, for atoms 1 through 8: C 0.5264; N -0.4302; C -0.4224; C -0.3958; O -0.6291; H 0.1104; H 0.2205; H 0.2065

=====

Density functional theory data (wB97M-V/def2-TZVPD) for a 15-piece molecular cluster, C24H78O15 overall.

Geometry as XYZ:
```
117
Properties=species:S:1:pos:R:3
C 7.770 -24.726 -2.343
C 6.660 -25.180 -3.255
O 6.770 -24.843 -4.628
H 7.436 -24.823 -1.340
H 7.992 -23.680 -2.548
H 8.722 -25.208 -2.455
H 5.721 -24.710 -2.897
H 6.611 -26.265 -3.176
H 5.915 -24.882 -5.021
C 5.468 -29.991 3.331
C 5.686 -29.052 2.104
O 4.944 -27.827 2.243
H 6.121 -30.859 3.171
H 4.389 -30.398 3.314
H 5.712 -29.660 4.312
H 5.395 -29.627 1.245
H 6.749 -28.883 1.940
H 5.124 -27.410 3.099
C 10.676 -26.064 1.572
C 10.934 -26.797 2.877
O 12.316 -27.105 2.898
H 11.263 -25.199 1.390
H 9.634 -25.803 1.608
H 10.817 -26.737 0.736
H 10.325 -27.718 3.048
H 10.740 -26.140 3.700
H 12.530 -27.453 3.736
C 3.412 -28.929 -3.644
C 4.902 -28.992 -3.627
O 5.398 -29.865 -2.650
H 3.086 -28.111 -4.131
H 3.047 -28.768 -2.660
H 2.910 -29.782 -4.142
H 5.340 -27.999 -3.433
H 5.247 -29.285 -4.641
H 6.342 -29.958 -2.776
C 10.396 -30.925 -0.540
C 11.551 -29.990 -0.368
O 11.447 -29.570 0.916
H 10.550 -31.290 -1.585
H 9.401 -30.518 -0.484
H 10.479 -31.677 0.224
H 11.670 -29.097 -0.997
H 12.495 -30.608 -0.540
H 12.295 -29.221 1.125
C 8.046 -27.320 -0.079
C 7.583 -28.224 -1.192
O 8.605 -28.433 -2.117
H 7.063 -26.825 0.385
H 8.683 -26.480 -0.299
H 8.506 -27.863 0.678
H 6.681 -27.841 -1.645
H 7.315 -29.168 -0.646
H 8.293 -28.975 -2.821
C 6.639 -32.155 0.339
C 5.615 -32.521 -0.750
O 4.634 -31.511 -0.687
H 7.136 -31.250 0.092
H 7.540 -32.828 0.406
H 6.268 -32.091 1.358
H 5.176 -33.562 -0.725
H 6.090 -32.375 -1.699
H 4.623 -31.050 -1.555
C 6.188 -24.593 1.750
C 5.764 -23.641 2.807
O 5.151 -24.342 3.875
H 6.711 -24.134 0.936
H 5.306 -25.159 1.368
H 6.831 -25.315 2.228
H 5.104 -22.816 2.422
H 6.703 -23.307 3.190
H 4.253 -24.684 3.619
C 11.346 -29.944 -4.103
C 12.780 -29.902 -3.556
O 13.752 -29.805 -4.524
H 10.606 -30.118 -3.307
H 11.181 -30.748 -4.755
H 11.054 -29.026 -4.582
H 12.996 -30.805 -2.997
H 12.974 -29.052 -2.864
H 13.722 -28.962 -4.967
C 8.182 -31.557 -3.535
O 8.023 -30.271 -4.102
H 7.262 -32.067 -3.712
H 8.365 -31.447 -2.493
H 8.877 -32.173 -4.058
H 8.317 -30.264 -5.015
C 9.000 -31.423 2.950
O 9.067 -30.066 2.766
H 8.121 -31.616 3.583
H 9.868 -31.713 3.501
H 8.896 -31.986 2.026
H 9.859 -29.873 2.260
C 8.571 -27.385 -5.223
O 7.213 -27.517 -5.528
H 9.100 -26.810 -5.982
H 9.069 -28.326 -5.120
H 8.689 -26.833 -4.313
H 6.828 -26.638 -5.496
C 9.514 -23.163 0.203
O 10.514 -22.334 0.647
H 9.931 -24.013 -0.332
H 8.883 -22.443 -0.371
H 8.956 -23.546 1.086
H 10.880 -21.782 -0.019
C 4.043 -26.802 -0.864
O 3.536 -26.055 -1.971
H 5.013 -26.421 -0.657
H 4.128 -27.876 -1.160
H 3.410 -26.753 -0.034
H 2.687 -26.384 -2.336
C 11.443 -26.184 -2.044
O 10.948 -27.082 -2.984
H 11.409 -25.190 -2.464
H 12.365 -26.568 -1.647
H 10.674 -26.116 -1.215
H 10.256 -27.651 -2.695
```

The calculation puts the largest force on an atom at 3.9 eV/Å. The electronic energy is -2089.516082 Ha. For the energy relative to the best compared isomer or geometry (same formula, charge and spin), the calculation gives 826.7 kJ/mol. The total charge is 0.

Results of the Mulliken charge analysis, in e, for atoms 1 through 8: C -0.4131; C 0.4373; O -0.7238; H -0.2256; H 0.4706; H -0.0844; H 0.5624; H -0.4984

=====

Density functional theory data (wB97M-V/def2-TZVPD) for one molecule with the formula C5H10S.

Geometry as XYZ:
```
16
Properties=species:S:1:pos:R:3
C -0.504 -1.385 0.808
C -0.147 -0.608 -0.383
C -1.250 0.281 -1.016
C 1.152 0.162 -0.180
C 1.098 1.447 0.577
H 0.420 -1.923 1.073
H -1.442 -2.043 0.625
H -0.722 -0.679 1.590
H 0.070 -1.394 -1.081
H -2.126 -0.298 -1.300
H -1.586 1.146 -0.390
H -0.805 0.697 -1.993
H 0.949 1.250 1.643
H 2.045 1.960 0.409
H 0.261 2.045 0.093
S 2.588 -0.660 -0.475
```

The calculation puts the largest force on an atom at 2.8 eV/Å. The electronic energy is -594.656816 Ha. For the energy relative to the best compared isomer or geometry (same formula, charge and spin), the calculation gives 100.5 kJ/mol. The total charge is 0.

Results of the natural (NBO) charge analysis, in e, for atoms 1 through 8: C -0.5879; C -0.3394; C -0.6112; C 0.0489; C -0.7219; H 0.2286; H 0.2198; H 0.1937

=====

Please write out number 1 again, unchanged.
Density functional theory data (wB97M-V/def2-TZVPD) for a 3-piece molecular cluster, C6H12N2 overall.

Geometry as XYZ:
```
20
Properties=species:S:1:pos:R:3
C 2.239 -0.692 0.137
C 0.764 1.265 0.114
C -0.845 1.562 -0.517
C -1.441 0.095 -0.245
C -1.371 -1.502 -0.464
C -0.228 -0.563 -0.430
H 2.248 -0.977 -1.108
H 2.473 -1.726 0.754
H 3.466 0.139 0.226
H 1.754 1.692 -0.447
H 0.724 1.690 1.058
H -0.949 1.667 -1.572
H -1.171 2.490 0.105
H -2.897 0.109 1.420
H -0.780 -0.941 1.525
H -1.833 -1.613 0.777
H -1.677 -1.987 -1.504
H 0.020 -0.504 -1.482
N 0.916 -0.199 0.442
N -1.411 -0.004 1.211
```

The calculation puts the largest force on an atom at 6.6 eV/Å. The electronic energy is -344.848218 Ha. For the energy relative to the best compared isomer or geometry (same formula, charge and spin), the calculation gives 1259.3 kJ/mol. The total charge is 0.

Results of the natural (NBO) charge analysis, in e, for atoms 1 through 8: C -0.4026; C -0.2276; C -0.3542; C -0.0450; C -0.3842; C -0.1067; H 0.1652; H 0.2200

=====

Among the records above, which one has the lowest electronic energy? C24H78O15

=====

What is the energy relative to the best compared isomer or geometry (same formula, charge and spin) in the fourth record? 102.8 kJ/mol

=====

Which formula does entry 3 have? C3H9N2